Here is a molecular structure, C3H9NOS in a non-equilibrium geometry from the OMol25 dataset. Energies are from wB97M-V/def2-TZVPD.

```
! wB97M-V def2-TZVPD RIJCOSX def2/J DEFGRID3
* xyz 1 2
C -0.9846 -1.0442 -0.9999
S -0.4139 0.8379 -1.4273
C 1.2542 0.3568 -1.4734
H -0.2364 -1.4872 -0.3376
H -1.9601 -0.8938 -0.5356
H -0.9809 -1.4792 -1.9986
H 1.8987 1.1694 -1.8353
H 1.3808 -0.4765 -2.1682
H 1.6011 0.0342 -0.4771
C -0.0028 0.0823 2.4166
N -0.8915 0.7168 1.5289
O 0.9058 -0.5409 1.9262
H -0.1291 0.4515 3.4327
H -0.9458 1.7322 1.6734
H -0.4955 0.5409 0.2751
*
```

Energy above the lowest of the compared OMol25 structures with the same formula, charge and spin ... 1.821 eV
E_LUMO (spin up / spin down) ... -3.84 / -8.43 eV
⟨S²⟩ ... 0.769
Frontier orbital gap (spin up / spin down) ... 11.5 / 6.1 eV

Now the natural (NBO) charges, all in e: C -0.6128; S 0.5644; C -0.8232; H 0.2503; H 0.2491; H 0.2539; H 0.2730; H 0.2660; H 0.2775; C 0.5063; N -0.5702; O -0.4832; H 0.1698; H 0.3988; H 0.2802

---

Here is C3H9NOS2 in the gas phase in a non-equilibrium geometry from the OMol25 dataset. Energies are from wB97M-V/def2-TZVPD.

```
! wB97M-V def2-TZVPD RIJCOSX def2/J DEFGRID3
* xyz 0 1
N -0.4103 0.6328 -1.6581
C -0.7967 0.9105 -0.2963
C -2.3355 1.1326 -0.1894
O -2.6171 2.3816 -0.8390
C -0.3920 -0.1969 0.6699
S 1.4516 -0.2830 0.9631
S 1.9014 -2.1333 0.2377
H -0.4614 -0.3381 -1.9019
H 0.5255 0.9400 -1.8567
H -0.4936 1.8867 0.0915
H -2.8547 0.3669 -0.7693
H -2.5369 1.1738 0.8820
H -3.4424 2.7052 -0.4583
H -0.7802 -1.1582 0.3458
H -0.7201 0.0441 1.6834
H 2.4698 -1.7433 -0.9211
*
```

Energy above the lowest of the compared OMol25 structures with the same formula, charge and spin ... 0.923 eV
E_LUMO ... 0.52 eV
Frontier orbital gap ... 9.5 eV
SMILES string ... N[C@@H](CO)CSS

Now the natural (NBO) charges, all in e: N -0.8335; C -0.0930; C -0.0664; O -0.7182; C -0.5186; S 0.0669; S -0.1335; H 0.3559; H 0.3682; H 0.2093; H 0.1689; H 0.1627; H 0.4667; H 0.2252; H 0.2157; H 0.1236

---

Here is C3H9NOSi in the gas phase in a non-equilibrium geometry from the OMol25 dataset. Energies are from wB97M-V/def2-TZVPD.

```
! wB97M-V def2-TZVPD RIJCOSX def2/J DEFGRID3
* xyz 0 1
C -1.2609 0.9772 -0.0926
C 0.8108 -1.8151 -0.2096
C 0.2686 1.2664 -0.1706
N 2.8195 0.2338 -0.4826
O 3.8877 0.4887 0.0040
Si 1.3576 -0.0620 0.5796
H -1.5187 0.1084 -0.7275
H -1.6641 0.6848 0.8616
H -2.0577 1.8402 -0.2694
H 0.6156 -1.7515 -1.3131
H 1.7159 -2.4756 0.0922
H -0.1830 -2.0647 0.1665
H 0.3541 2.2536 0.3309
H 0.2867 1.5919 -1.1653
H 1.5551 -0.1423 1.9693
*
```

Energy above the lowest of the compared OMol25 structures with the same formula, charge and spin ... 3.583 eV
E_LUMO (spin up / spin down) ... 0.17 / 0.21 eV
Frontier orbital gap (spin up / spin down) ... 8.4 / 8.5 eV
SMILES string ... CC[Si@@H](C)N=O

Now the natural (NBO) charges, all in e: C -0.6115; C -1.0657; C -0.8934; N -0.2057; O -0.2666; Si 1.3933; H 0.2024; H 0.1991; H 0.2160; H 0.2476; H 0.2422; H 0.2341; H 0.2364; H 0.2580; H -0.1861

---

Here is a gas-phase ion, C3H9NS (charge -1) in a non-equilibrium geometry from the OMol25 dataset. Energies are from wB97M-V/def2-TZVPD.

```
! wB97M-V def2-TZVPD RIJCOSX def2/J DEFGRID3
* xyz -1 2
C 0.2412 -2.0250 -1.4095
S -0.7395 -0.4668 -0.8541
H -0.1937 -2.8626 -0.8161
H 1.2033 -1.9636 -0.9309
H 0.2632 -2.1655 -2.4797
C 0.0334 0.9087 2.2066
C 0.1963 1.0279 -0.2200
N 0.9141 1.0852 0.9956
H 0.4465 1.6217 3.0206
H -0.9938 1.1684 2.1435
H -0.0822 -0.1666 2.3553
H 0.7392 1.2075 -1.1279
H -0.4697 1.8843 -0.1956
H 1.6948 1.6802 1.2642
*
```

Energy above the lowest of the compared OMol25 structures with the same formula, charge and spin ... 3.155 eV
E_LUMO (spin up / spin down) ... 3.72 / 3.65 eV
⟨S²⟩ ... 0.751
Frontier orbital gap (spin up / spin down) ... 2.4 / 8.3 eV

Now the natural (NBO) charges, all in e: C -1.2465; S -0.0485; H 0.1812; H 0.2031; H 0.1744; C -0.4784; C -0.3963; N -0.6903; H 0.1734; H 0.1777; H 0.2019; H 0.2084; H 0.1620; H 0.3778

---

Here is C3H9NS in the gas phase in a non-equilibrium geometry from the OMol25 dataset. Energies are from wB97M-V/def2-TZVPD.

```
! wB97M-V def2-TZVPD RIJCOSX def2/J DEFGRID3
* xyz 0 1
C 0.3782 1.3486 -0.0108
C 0.3722 -0.0944 -0.4906
C -0.8464 -0.9082 0.0968
H 0.7094 1.4906 1.1131
H -0.6180 1.7490 -0.2176
H 1.0703 2.0130 -0.6710
H 0.4678 -0.2639 -1.6091
H 1.2723 -1.8270 -0.1503
H 1.6808 -0.7272 0.9375
H -0.9030 -1.8219 -0.3897
H -0.6417 -0.8666 1.0906
H -2.1201 0.8964 0.4942
N 1.5861 -0.8315 -0.0582
S -2.4079 -0.1570 -0.1349
*
```

Energy above the lowest of the compared OMol25 structures with the same formula, charge and spin ... 1.080 eV
E_LUMO ... 0.97 eV
Frontier orbital gap ... 9.9 eV
SMILES string ... C[C@@H](N)CS

Now the natural (NBO) charges, all in e: C -0.6450; C -0.0563; C -0.5535; H 0.2125; H 0.2149; H 0.2334; H 0.2013; H 0.3405; H 0.3365; H 0.2212; H 0.2024; H 0.0935; N -0.8060; S 0.0046

---

Here is C3H9NS in the gas phase in a non-equilibrium geometry from the OMol25 dataset. Energies are from wB97M-V/def2-TZVPD.

```
! wB97M-V def2-TZVPD RIJCOSX def2/J DEFGRID3
* xyz 0 1
C -0.7227 2.1608 -0.3525
C -0.1354 -1.6504 -1.0078
C 1.0370 -0.7742 1.4320
N -0.9249 0.8016 -0.4085
S 0.5771 -0.1504 -0.3561
H -1.5989 2.6453 -0.7290
H 0.0544 2.6198 -0.8508
H -0.6798 2.4880 0.7222
H -0.9165 -2.3074 -0.4840
H 0.5151 -2.4711 -1.2515
H -0.4991 -1.1307 -1.9226
H 2.0921 -1.1370 1.3790
H 0.1244 -1.3204 1.8406
H 1.0772 0.2261 1.9891
*
```

Energy above the lowest of the compared OMol25 structures with the same formula, charge and spin ... 3.757 eV
E_LUMO ... 0.77 eV
Frontier orbital gap ... 8.1 eV

Now the natural (NBO) charges, all in e: C -0.4393; C -0.8075; C -0.7858; N -0.8003; S 0.8748; H 0.2038; H 0.1638; H 0.1387; H 0.2468; H 0.2331; H 0.2600; H 0.2373; H 0.2444; H 0.2302

---

Here is 2 unconnected molecules or ions with the total composition C3H9NS in a non-equilibrium geometry from the OMol25 dataset. Energies are from wB97M-V/def2-TZVPD.

```
! wB97M-V def2-TZVPD RIJCOSX def2/J DEFGRID3
* xyz 0 1
C -2.4847 -3.9495 -1.1172
N -3.5659 -4.3008 -0.5727
H -1.4630 -4.2920 -0.8745
H -2.4799 -2.9971 -1.6810
H -4.0860 -5.1262 -0.8309
C 1.4995 1.5843 1.7214
S 0.3266 2.3807 0.5885
C 1.5625 2.9228 -0.6056
H 2.2022 0.9761 1.1660
H 2.0934 2.3747 2.1935
H 0.9494 1.1534 2.5505
H 1.0972 3.5011 -1.3957
H 2.1461 2.1054 -1.0184
H 2.2027 3.6671 -0.1238
*
```

Energy above the lowest of the compared OMol25 structures with the same formula, charge and spin ... 2.942 eV
E_LUMO ... 0.49 eV
Frontier orbital gap ... 8.9 eV
SMILES string ... C=N.CSC

Now the natural (NBO) charges, all in e: C 0.0999; N -0.7502; H 0.1229; H 0.1211; H 0.4061; C -0.7411; S 0.1853; C -0.7512; H 0.2142; H 0.2068; H 0.2329; H 0.2313; H 0.2116; H 0.2103

---

Here is C3H9NS in the gas phase in a non-equilibrium geometry from the OMol25 dataset. Energies are from wB97M-V/def2-TZVPD.

```
! wB97M-V def2-TZVPD RIJCOSX def2/J DEFGRID3
* xyz 0 1
C 0.9818 -0.5168 -0.3545
C -0.1604 0.0611 0.4241
C -1.5818 0.0031 -0.4286
S -2.9910 0.6591 0.3656
N 2.2809 0.0380 0.3020
H 1.0283 -1.6050 -0.2699
H 1.0683 -0.2883 -1.4749
H -0.0215 1.1020 0.6632
H -0.3641 -0.4392 1.4027
H -1.2913 0.5655 -1.3934
H -1.7908 -1.0378 -0.6994
H -2.7040 1.9279 0.4118
H 2.3453 -0.2575 1.3294
H 3.2001 -0.2121 -0.2782
*
```

Energy above the lowest of the compared OMol25 structures with the same formula, charge and spin ... 1.093 eV
E_LUMO ... 1.05 eV
Frontier orbital gap ... 10.0 eV
SMILES string ... NCCCS

Now the natural (NBO) charges, all in e: C -0.2271; C -0.4144; C -0.5596; S 0.0083; N -0.8815; H 0.1789; H 0.1961; H 0.2128; H 0.2065; H 0.2120; H 0.2251; H 0.1104; H 0.3633; H 0.3692

---

Here is 2 unconnected molecules or ions with the total composition C3H9NS in a non-equilibrium geometry from the OMol25 dataset. Energies are from wB97M-V/def2-TZVPD.

```
! wB97M-V def2-TZVPD RIJCOSX def2/J DEFGRID3
* xyz 0 1
C 0.5241 -1.3266 -2.2518
S 1.9812 -0.5621 -1.4985
H 0.8616 -2.1133 -2.9163
H -0.2788 -1.6976 -1.6107
H -0.0161 -0.6364 -2.9623
C -1.2387 0.9135 0.6571
C 0.9113 0.6889 1.7503
N -0.3430 0.3926 1.6842
H -2.0347 1.4546 1.1804
H -1.5756 0.0114 0.1065
H -0.9234 1.7129 -0.0054
H 1.4311 1.3451 1.0599
H 1.4304 0.1468 2.5348
H -0.7294 -0.3300 2.2717
*
```

Energy above the lowest of the compared OMol25 structures with the same formula, charge and spin ... 3.582 eV
E_LUMO ... -1.05 eV
Frontier orbital gap ... 5.0 eV

Now the natural (NBO) charges, all in e: C -0.7572; S -0.5711; H 0.2001; H 0.1706; H 0.1779; C -0.4429; C 0.0614; N -0.4363; H 0.2155; H 0.2430; H 0.2530; H 0.2583; H 0.2076; H 0.4202

---

Here is 2 unconnected molecules or ions with the total composition C3H9NS in a non-equilibrium geometry from the OMol25 dataset. Energies are from wB97M-V/def2-TZVPD.

```
! wB97M-V def2-TZVPD RIJCOSX def2/J DEFGRID3
* xyz 0 1
C 0.1043 2.4247 -2.1191
S 0.0133 0.7681 -1.1309
H -0.0902 2.4634 -3.1539
H 1.1817 2.7737 -1.8978
H -0.6547 3.1934 -1.6295
C -0.1460 -2.3633 1.1165
C 0.3507 0.0296 1.2537
N -0.5208 -0.9823 1.1205
H 0.3549 -2.7855 1.9664
H -1.0943 -2.8493 1.0424
H 0.6675 -2.5446 0.3994
H 1.3637 -0.2481 0.8673
H -0.0316 1.0632 1.3723
H -1.4984 -0.9431 0.7928
*
```

Energy above the lowest of the compared OMol25 structures with the same formula, charge and spin ... 3.578 eV
E_LUMO ... -0.23 eV
Frontier orbital gap ... 7.1 eV

Now the natural (NBO) charges, all in e: C -0.7095; S -0.4452; H 0.2089; H 0.2072; H 0.1962; C -0.4229; C -0.0465; N -0.5486; H 0.2024; H 0.2130; H 0.2107; H 0.2464; H 0.2599; H 0.4283

---

> Among the records above, which one has the lowest energy above the lowest of the compared OMol25 structures with the same formula, charge and spin?

C3H9NOS2